(1)
This record from OMol25 describes a molecular structure, C2H2N2OS at a distorted geometry. The level of theory is the ωB97M-V functional and the def2-TZVPD basis.

The geometry in ORCA input format:
```
! wB97M-V def2-TZVPD RIJCOSX def2/J DEFGRID3
* xyz 0 1
C 0.031 0.154 -0.065
C -0.353 -1.009 -0.509
H 1.520 0.580 -2.219
H -0.677 -1.556 -1.491
N -0.528 -1.766 0.566
N -0.468 -1.175 1.640
O -0.069 0.173 1.324
S 0.538 1.582 -1.180
*
```

Results
Energy above the lowest of the compared OMol25 structures with the same formula, charge and spin, kcal/mol: 90.9
Kohn-Sham gap, Eh: 0.3363
Max |F|, eV/Å: 4.9

(2)
This record from OMol25 describes a single C2H2N2OS molecule at a distorted geometry. The level of theory is the ωB97M-V functional and the def2-TZVPD basis.

The geometry in ORCA input format:
```
! wB97M-V def2-TZVPD RIJCOSX def2/J DEFGRID3
* xyz 0 1
N -0.540 2.550 1.730
C -1.044 1.711 1.176
C -1.469 0.682 0.424
S -0.453 -0.179 -0.442
N 1.411 -0.716 -0.754
O -1.003 -1.407 -0.934
H 1.820 -1.008 0.096
H 1.278 -1.633 -1.296
*
```

Results
Energy above the lowest of the compared OMol25 structures with the same formula, charge and spin, kcal/mol: 134.0
Kohn-Sham gap (alpha / beta), Eh: 0.2898 / 0.2898
Max |F|, eV/Å: 4.3
SMILES: N#CC#S(N)=O

(3)
This record from OMol25 describes 2 unconnected molecules or ions with the total composition C2H2N2OS2 at a distorted geometry. The level of theory is the ωB97M-V functional and the def2-TZVPD basis.

The geometry in ORCA input format:
```
! wB97M-V def2-TZVPD RIJCOSX def2/J DEFGRID3
* xyz 0 1
C 1.689 1.114 0.005
C 2.630 -1.286 -0.305
N 0.521 0.918 -0.538
N -0.459 0.218 -0.134
O 2.102 -1.337 -1.334
S 2.662 1.830 0.986
S 3.487 -1.400 0.978
H 0.724 1.086 -1.481
H -1.015 -0.101 -0.892
*
```

Results
Energy above the lowest of the compared OMol25 structures with the same formula, charge and spin, kcal/mol: 74.9
Kohn-Sham gap (alpha / beta), Eh: 0.2539 / 0.2624
Max |F|, eV/Å: 2.7

(4)
This record from OMol25 describes 2 unconnected molecules or ions with the total composition C2H2N2OSi at a distorted geometry. The level of theory is the ωB97M-V functional and the def2-TZVPD basis.

The geometry in ORCA input format:
```
! wB97M-V def2-TZVPD RIJCOSX def2/J DEFGRID3
* xyz 0 1
N -2.144 2.494 -0.712
C -1.708 1.571 -0.174
Si -1.011 -0.215 0.179
O -0.740 -0.453 1.565
H -0.889 -0.617 -1.198
C 2.031 -0.870 0.083
N 2.257 -0.904 -0.961
H 2.205 -1.005 1.219
*
```

Results
Energy above the lowest of the compared OMol25 structures with the same formula, charge and spin, kcal/mol: 46.2
Kohn-Sham gap, Eh: 0.4013
Max |F|, eV/Å: 15.5
SMILES: N#C[SiH]=O.C#N

(5)
This record from OMol25 describes a single C2H2N2S molecule at a distorted geometry. The level of theory is the ωB97M-V functional and the def2-TZVPD basis.

The geometry in ORCA input format:
```
! wB97M-V def2-TZVPD RIJCOSX def2/J DEFGRID3
* xyz 0 1
C -0.406 0.127 0.770
C 0.231 -0.797 0.045
S 0.190 -2.378 1.316
N -0.596 -1.412 2.365
N -0.838 -0.240 2.014
H -0.597 1.145 0.474
H 0.709 -0.895 -0.899
*
```

Results
Energy above the lowest of the compared OMol25 structures with the same formula, charge and spin, kcal/mol: 40.5
Kohn-Sham gap, Eh: 0.3665
Max |F|, eV/Å: 4.3
SMILES: c1csnn1

(6)
This record from OMol25 describes a gas-phase ion, C2H2N3O (charge +1) at a distorted geometry. The level of theory is the ωB97M-V functional and the def2-TZVPD basis.

The geometry in ORCA input format:
```
! wB97M-V def2-TZVPD RIJCOSX def2/J DEFGRID3
* xyz 1 3
C 0.494 -0.383 -0.251
C -1.873 0.404 -0.204
N 1.630 0.199 -0.245
N 2.623 0.714 -0.243
N -0.640 0.431 -0.004
O -2.997 0.353 -0.322
H 0.405 -1.443 -0.389
H -0.381 1.324 0.380
*
```

Results
Energy above the lowest of the compared OMol25 structures with the same formula, charge and spin, kcal/mol: 46.0
Kohn-Sham gap (alpha / beta), Eh: 0.2047 / 0.4388
<S²>: 2.02
Max |F|, eV/Å: 7.4

(7)
This record from OMol25 describes a gas-phase ion, C2H2N3OS (charge -1) at a distorted geometry. The level of theory is the ωB97M-V functional and the def2-TZVPD basis.

The geometry in ORCA input format:
```
! wB97M-V def2-TZVPD RIJCOSX def2/J DEFGRID3
* xyz -1 1
N -3.082 -1.043 0.068
C -2.316 -0.170 0.142
N -1.580 0.907 0.284
C -0.292 0.766 0.143
O 0.541 1.578 -0.176
S 0.288 -1.024 0.097
N 1.979 -0.687 -0.386
H 1.758 0.276 -0.607
H 2.703 -0.603 0.435
*
```

Results
Energy above the lowest of the compared OMol25 structures with the same formula, charge and spin, kcal/mol: 0.0
Kohn-Sham gap, Eh: 0.3013
Max |F|, eV/Å: 2.7
SMILES: N#C/N=C(/[O-])SN

(8)
This record from OMol25 describes 2 unconnected molecules or ions with the total composition C2H2N3P at a distorted geometry. The level of theory is the ωB97M-V functional and the def2-TZVPD basis.

The geometry in ORCA input format:
```
! wB97M-V def2-TZVPD RIJCOSX def2/J DEFGRID3
* xyz 0 1
C -2.329 -1.723 0.028
C -2.664 1.261 0.040
N -3.267 -2.342 -0.210
N -3.055 2.320 0.086
N -1.386 -0.930 0.295
P 0.188 -0.653 0.254
H 0.603 0.241 1.371
H 0.487 0.235 -0.764
*
```

Results
Energy above the lowest of the compared OMol25 structures with the same formula, charge and spin, kcal/mol: 133.4
Kohn-Sham gap (alpha / beta), Eh: 0.2657 / 0.2384
Max |F|, eV/Å: 4.1

(9)
This record from OMol25 describes 2 unconnected molecules or ions with the total composition C2H2N3S2 at a distorted geometry. The level of theory is the ωB97M-V functional and the def2-TZVPD basis.

The geometry in ORCA input format:
```
! wB97M-V def2-TZVPD RIJCOSX def2/J DEFGRID3
* xyz 1 1
C 0.127 -0.730 1.798
C -0.093 -1.928 2.407
N -0.063 0.904 -0.897
N 0.407 1.760 -3.356
N -0.827 0.740 -0.057
S -0.020 -0.681 3.581
S 1.001 1.138 -2.149
H 0.013 -2.997 2.426
H -0.545 1.795 -3.753
*
```

Results
Energy above the lowest of the compared OMol25 structures with the same formula, charge and spin, kcal/mol: 104.4
Kohn-Sham gap (alpha / beta), Eh: 0.2727 / 0.1908
Max |F|, eV/Å: 6.8

(10)
This record from OMol25 describes a molecular structure, C2H2N4. The level of theory is the ωB97M-V functional and the def2-TZVPD basis.

The geometry in ORCA input format:
```
! wB97M-V def2-TZVPD RIJCOSX def2/J DEFGRID3
* xyz 0 1
C 0.197 1.092 0.554
N 0.849 0.267 1.286
N 1.025 -0.557 0.123
N 0.005 -1.564 0.034
C -0.660 -0.767 -0.717
N 0.187 0.391 -0.699
H -0.091 2.113 0.764
H -1.514 -0.974 -1.347
*
```

Results
Energy above the lowest of the compared OMol25 structures with the same formula, charge and spin, kcal/mol: 106.0
Kohn-Sham gap, Eh: 0.4083
Max |F|, eV/Å: 0.5

(11)
This record from OMol25 describes a single C2H2N4O molecule at a distorted geometry. The level of theory is the ωB97M-V functional and the def2-TZVPD basis.

The geometry in ORCA input format:
```
! wB97M-V def2-TZVPD RIJCOSX def2/J DEFGRID3
* xyz 0 1
C -0.075 0.635 0.621
C 0.495 0.214 -0.649
N 0.135 1.816 1.036
N 1.475 0.862 -1.194
N 0.308 2.921 1.174
N 1.804 1.997 -1.522
O 2.866 2.542 -1.436
H -0.471 0.082 1.394
H 0.277 -0.860 -0.998
*
```

Results
Energy above the lowest of the compared OMol25 structures with the same formula, charge and spin, kcal/mol: 89.6
Kohn-Sham gap (alpha / beta), Eh: 0.2888 / 0.2888
Max |F|, eV/Å: 3.9

(12)
This record from OMol25 describes a single C2H2N4O molecule at a distorted geometry. The level of theory is the ωB97M-V functional and the def2-TZVPD basis.

The geometry in ORCA input format:
```
! wB97M-V def2-TZVPD RIJCOSX def2/J DEFGRID3
* xyz 0 1
H -2.074 0.470 -1.483
N -2.048 0.670 -0.395
C -0.920 0.259 -0.044
N 0.116 -0.468 -0.863
C 1.218 -0.440 -0.342
O 1.450 -0.156 0.921
N 0.647 0.356 1.651
N -0.526 0.457 1.195
H 2.138 -1.148 -0.640
*
```

Results
Energy above the lowest of the compared OMol25 structures with the same formula, charge and spin, kcal/mol: 75.7
Kohn-Sham gap, Eh: 0.3535
Max |F|, eV/Å: 9.0
SMILES: [H]/N=c1\nconn1

(13)
This record from OMol25 describes 2 unconnected molecules or ions with the total composition C2H2N4O2 at a distorted geometry. The level of theory is the ωB97M-V functional and the def2-TZVPD basis.

The geometry in ORCA input format:
```
! wB97M-V def2-TZVPD RIJCOSX def2/J DEFGRID3
* xyz 0 1
C -0.134 0.450 0.073
C 0.051 -0.415 -1.074
H -2.245 -0.114 0.202
H -1.853 0.289 1.993
N -1.387 0.742 0.386
N 0.692 0.738 0.946
N 2.202 -0.387 -0.327
N 1.460 -0.741 -1.219
O 1.926 0.368 0.794
O -0.712 -0.929 -1.774
*
```

Results
Energy above the lowest of the compared OMol25 structures with the same formula, charge and spin, kcal/mol: 234.8
Kohn-Sham gap, Eh: 0.2985
Max |F|, eV/Å: 10.2

(14)
This record from OMol25 describes a single C2H2N4O2 molecule at a distorted geometry. The level of theory is the ωB97M-V functional and the def2-TZVPD basis.

The geometry in ORCA input format:
```
! wB97M-V def2-TZVPD RIJCOSX def2/J DEFGRID3
* xyz 0 1
H -2.301 -1.829 0.022
N -2.331 -0.791 -0.017
C -1.208 -0.306 0.020
N -1.158 1.136 0.019
N -0.011 1.659 0.009
N 1.099 0.960 -0.054
C 1.164 -0.423 -0.047
O 2.216 -1.000 0.028
O -0.039 -1.010 0.006
H 1.944 1.540 0.162
*
```

Results
Energy above the lowest of the compared OMol25 structures with the same formula, charge and spin, kcal/mol: 67.1
Kohn-Sham gap, Eh: 0.3795
Max |F|, eV/Å: 2.9
SMILES: [H]/N=c1/nn[nH]c(=O)o1

(15)
This record from OMol25 describes a single C2H2N4O2 molecule at a distorted geometry. The level of theory is the ωB97M-V functional and the def2-TZVPD basis.

The geometry in ORCA input format:
```
! wB97M-V def2-TZVPD RIJCOSX def2/J DEFGRID3
* xyz 0 1
O -1.698 1.236 -0.042
C -0.585 0.756 -0.083
C 0.791 1.416 -0.024
N 1.823 0.614 0.119
N 1.761 -0.806 0.053
N 0.619 -1.358 -0.177
N -0.441 -0.605 -0.072
O -1.582 -1.214 0.129
H 0.910 2.444 0.110
H -2.238 -0.560 0.377
*
```

Results
Energy above the lowest of the compared OMol25 structures with the same formula, charge and spin, kcal/mol: 133.7
Kohn-Sham gap, Eh: 0.3461
Max |F|, eV/Å: 5.0
SMILES: O=c1cnnnn1O

(16)
This record from OMol25 describes a molecular structure, C2H2N4O2 at a distorted geometry. The level of theory is the ωB97M-V functional and the def2-TZVPD basis.

The geometry in ORCA input format:
```
! wB97M-V def2-TZVPD RIJCOSX def2/J DEFGRID3
* xyz 0 1
C -0.555 0.351 -1.050
C -0.229 0.659 0.910
H -0.502 0.126 -2.914
H 0.597 0.048 2.660
N -1.054 0.799 -0.036
N 0.261 0.853 1.993
N 1.206 -1.160 1.480
N 0.861 -1.804 0.396
O -1.061 0.664 -2.362
O 0.476 -0.535 -1.077
*
```

Results
Energy above the lowest of the compared OMol25 structures with the same formula, charge and spin, kcal/mol: 142.3
Kohn-Sham gap, Eh: 0.3485
Max |F|, eV/Å: 16.9

(17)
This record from OMol25 describes 2 unconnected molecules or ions with the total composition C2H2N4O3S2 at a distorted geometry. The level of theory is the ωB97M-V functional and the def2-TZVPD basis.

The geometry in ORCA input format:
```
! wB97M-V def2-TZVPD RIJCOSX def2/J DEFGRID3
* xyz -2 1
C 0.407 -0.945 -0.328
C 0.647 0.400 -0.078
N 0.759 -2.976 -0.821
N 1.375 -1.843 -0.692
N -0.783 -1.596 -0.232
N -0.533 -2.829 -0.533
O -1.658 1.614 0.661
O 0.138 2.914 -0.360
O -1.110 1.326 -1.711
S 0.384 0.469 2.619
S -0.613 1.653 -0.372
H 1.645 0.783 -0.189
H -0.656 1.030 2.037
*
```

Results
Energy above the lowest of the compared OMol25 structures with the same formula, charge and spin, kcal/mol: 0.0
Kohn-Sham gap (alpha / beta), Eh: 0.2402 / 0.2416
Max |F|, eV/Å: 2.0

(18)
This record from OMol25 describes a single C2H2N4OS molecule at a distorted geometry. The level of theory is the ωB97M-V functional and the def2-TZVPD basis.

The geometry in ORCA input format:
```
! wB97M-V def2-TZVPD RIJCOSX def2/J DEFGRID3
* xyz 0 1
H -1.572 1.988 -1.445
N -0.761 2.102 -0.838
C -0.407 0.894 -0.599
N -0.666 -0.318 -1.300
N -0.151 -1.384 -0.846
C 0.366 -1.349 0.537
S 0.410 -2.716 1.437
N 0.833 -0.182 1.005
O 0.794 0.984 0.162
H 1.155 -0.017 1.885
*
```

Results
Energy above the lowest of the compared OMol25 structures with the same formula, charge and spin, kcal/mol: 72.4
Kohn-Sham gap, Eh: 0.2725
Max |F|, eV/Å: 4.6
SMILES: [H]/N=c1\nnc(=S)[nH]o1

(19)
This record from OMol25 describes a single C2H2N4S molecule at a distorted geometry. The level of theory is the ωB97M-V functional and the def2-TZVPD basis.

The geometry in ORCA input format:
```
! wB97M-V def2-TZVPD RIJCOSX def2/J DEFGRID3
* xyz 0 1
S -2.247 -0.588 -0.023
C -0.864 0.466 -0.031
C 0.414 0.012 -0.055
N 0.812 -1.308 0.060
N 2.120 -1.299 -0.052
N 2.543 0.033 -0.023
N 1.528 0.799 0.008
H -3.143 0.395 0.017
H -1.162 1.492 0.100
*
```

Results
Energy above the lowest of the compared OMol25 structures with the same formula, charge and spin, kcal/mol: 24.9
Kohn-Sham gap, Eh: 0.3022
Max |F|, eV/Å: 3.1
SMILES: SC=C1N=NN=N1

(20)
This record from OMol25 describes a gas-phase ion, C2H2NO2 (charge +1) at a distorted geometry. The level of theory is the ωB97M-V functional and the def2-TZVPD basis.

The geometry in ORCA input format:
```
! wB97M-V def2-TZVPD RIJCOSX def2/J DEFGRID3
* xyz 1 1
C -0.523 0.610 -0.003
C -0.851 -0.624 0.004
N 1.678 0.092 -0.005
O 0.840 1.019 0.008
O 1.355 -1.033 -0.002
H -1.149 1.501 -0.033
H -1.351 -1.564 0.032
*
```

Results
Energy above the lowest of the compared OMol25 structures with the same formula, charge and spin, kcal/mol: 144.2
Kohn-Sham gap, Eh: 0.3594
Max |F|, eV/Å: 3.7